No. 1
C23H42N2O3P2Sr | ωB97M-V/def2-TZVPD

Its max |F| is 3.860 eV/Å. The calculation puts the LUMO energy at -1.12 eV. As for the calculated total energy: -53065.0995 eV. The HOMO energy comes out at -6.70 eV. The energy above the lowest of the compared OMol25 structures with the same formula, charge and spin is 1.420 eV. The calculation puts the HOMO-LUMO gap at 0.205 hartree.

The geometry in ORCA input format:
```
! RIJCOSX wB97M-V def2-TZVPD def2/J DEFGRID3
* xyz 0 1
P 0.53830 -1.19830 -4.83375
P 1.22113 2.19599 -4.08250
C 0.77010 0.10906 -6.08709
C 1.71845 1.20812 -5.60592
H -0.21798 0.51810 -6.36509
H 1.17924 -0.37844 -6.98497
H 2.71516 0.80217 -5.38840
H 1.84893 1.94658 -6.41059
C -0.26096 2.91931 -4.91432
H -0.57491 3.83896 -4.40558
H -1.09977 2.21370 -4.94069
H 0.01634 3.17309 -5.94769
C 2.36094 3.59178 -4.46798
H 1.99164 4.12520 -5.35698
H 3.37237 3.22143 -4.68015
H 2.40679 4.29730 -3.62911
C -0.55272 -2.33666 -5.79177
H -0.94770 -3.12272 -5.13473
H 0.03617 -2.82664 -6.58244
H -1.41560 -1.83735 -6.25846
C 2.08829 -2.11859 -4.72727
H 2.93347 -1.42069 -4.69433
H 2.16411 -2.79574 -5.58959
H 2.03954 -2.69696 -3.79388
Sr 1.94467 1.48553 -1.37740
C -2.81580 1.40764 -2.98494
C -3.44482 0.85001 -4.03388
C -3.33962 -0.60350 -4.34258
C -3.74035 -1.56499 -3.16540
C -2.56802 -2.28146 -2.61171
C -1.31665 -1.84748 -2.66174
C -0.90705 -0.37719 -2.53426
C -1.85985 0.72542 -2.04850
C 1.70638 -1.01513 -0.20446
H -2.94560 2.47505 -2.74917
H -4.09683 1.45401 -4.68480
H -2.31714 -0.83232 -4.68596
H -4.05597 -0.84343 -5.13923
H -4.26861 -1.02362 -2.36429
H -4.43573 -2.33601 -3.55247
H -2.76365 -3.27597 -2.19842
H -0.45729 -2.54302 -2.50647
H -0.53443 0.03538 -3.50964
H -0.04405 -0.41550 -1.81681
H -2.37597 0.39049 -1.13437
H -1.16877 1.50784 -1.65974
H 2.07458 -0.86802 0.82800
H 2.44841 -1.61970 -0.75811
H 0.79846 -1.63126 -0.10506
C -0.01478 3.53866 5.56940
C 0.35252 3.21882 4.12002
C -0.06704 1.83482 3.53490
C 0.44350 0.68594 4.46554
C 1.86176 0.79554 5.00851
C -1.60602 1.73347 3.56418
O -2.31571 2.09960 4.49310
N -2.21419 1.13671 2.48256
C -1.61766 0.71082 1.29484
O -2.29269 -0.04682 0.57956
N -0.39150 1.24560 1.03184
C 0.39299 1.71232 2.02056
O 1.55993 2.08562 1.68186
H -1.01170 3.16698 5.83332
H -0.04369 4.63040 5.66938
H 0.71873 3.17648 6.30057
H -0.12027 3.98463 3.48845
H 1.43611 3.32599 3.98504
H -0.25108 0.70913 5.32330
H 0.27424 -0.29202 3.98403
H 1.86951 1.41268 5.91613
H 2.20506 -0.20530 5.29632
H 2.55858 1.20727 4.26985
H -3.20164 0.90597 2.57396
*
```



No. 2
C25H23Cl5N7SV | ωB97M-V/def2-TZVPD

Its max |F| is 0.814 eV/Å. The calculation puts the LUMO energy (alpha / beta) at -2.21 / -2.33 eV. As for the calculated total energy: -135860.5247 eV. The HOMO energy (alpha / beta) comes out at -10.01 / -11.06 eV. The expectation value of S² is 3.76. The energy above the lowest of the compared OMol25 structures with the same formula, charge and spin is 0.690 eV. The calculation puts the HOMO-LUMO gap (alpha / beta) at 0.287 / 0.321 hartree.

The geometry in ORCA input format:
```
! RIJCOSX wB97M-V def2-TZVPD def2/J DEFGRID3
* xyz 1 4
V -0.23652 -0.61442 0.37674
C 2.46502 -1.39477 0.84604
N 1.81368 -0.14124 0.41195
C 2.02622 1.00041 1.33316
C 0.77160 1.81254 1.62450
C 0.88952 3.05341 2.22947
C -0.25767 3.77118 2.52212
C -1.49275 3.22521 2.20808
C -1.52723 1.97912 1.61290
N -0.42229 1.28932 1.32037
C 2.22926 0.16284 -0.98500
C 1.59759 1.42750 -1.49002
C 2.34093 2.42172 -2.10334
C 1.69014 3.56928 -2.53385
C 0.33002 3.68583 -2.31127
C -0.33149 2.63909 -1.68585
N 0.27852 1.52186 -1.30151
C 1.85300 -2.60892 0.16953
C 2.57097 -3.78612 0.05499
C 1.97065 -4.88161 -0.54461
C 0.67884 -4.76074 -1.03008
C 0.02580 -3.55286 -0.87763
N 0.59100 -2.50221 -0.27530
H 2.32344 -1.49224 1.92290
H 3.53931 -1.36940 0.63405
H 2.80407 1.66010 0.94045
H 2.37946 0.60537 2.28623
H 1.86954 3.44582 2.46789
H -0.18833 4.74329 2.99165
H -2.41514 3.74598 2.42064
H -2.46578 1.50275 1.35405
H 1.89987 -0.66266 -1.62223
H 3.32140 0.21967 -1.03574
H 3.40780 2.30088 -2.23656
H 2.24161 4.36188 -3.02182
H -0.21736 4.56902 -2.60940
H -1.39789 2.69290 -1.49079
H 3.58366 -3.83915 0.43201
H 2.51012 -5.81438 -0.63990
H 0.17874 -5.58310 -1.52050
H -0.98292 -3.40264 -1.23933
Cl -2.66321 -1.53120 0.25904
C -2.18540 -1.78591 1.98592
C -0.89773 -1.40127 2.27900
C -0.59059 -1.52296 3.62291
Cl 1.00444 -1.00581 4.15941
C -1.47230 -2.01352 4.58206
Cl -1.01658 -2.13390 6.23294
C -2.75691 -2.41174 4.19395
Cl -3.86584 -3.03352 5.34448
C -3.13726 -2.28930 2.85846
Cl -4.70623 -2.73968 2.32912
N -2.86139 0.91301 -2.08911
N -2.56141 1.07116 -3.45169
C -1.54826 0.43291 -4.06192
N -1.25251 0.87194 -5.30803
S -0.65443 -0.78098 -3.33372
H -2.01734 0.52993 -1.66375
H -3.57467 0.19350 -2.00429
H -2.97768 1.88262 -3.87806
H -1.89627 1.45013 -5.82349
H -0.61488 0.30409 -5.83822
*
```